Here is a cluster of 2 separate species, C4H11N2 in total from the Open Molecules 2025 dataset. Energies are from wB97M-V/def2-TZVPD.

Summary:
largest force on an atom = 0.491 eV/A
highest occupied orbital energy = -12.71 eV
relative energy (zero: lowest compared OMol25 entry of this formula, charge and spin) = 2.853 eV
E_LUMO = -5.64 eV
electronic energy = -268.2001 hartree
gap between HOMO and LUMO = 7.1 eV

```
! RIJCOSX wB97M-V def2-TZVPD def2/J DEFGRID3
* xyz 1 1
C 2.51 0.34 0.11
N 3.51 0.99 -0.33
H 2.67 -0.45 0.84
H 1.53 0.60 -0.25
H 3.36 1.75 -1.00
H 4.45 0.83 -0.01
C -0.45 -1.40 -0.25
C -1.75 -0.79 0.23
C -2.77 1.29 0.23
N -1.69 0.66 0.15
H -0.59 -2.40 -0.63
H -0.04 -0.81 -1.08
H 0.30 -1.47 0.54
H -1.94 -1.11 1.25
H -2.59 -1.19 -0.36
H -3.73 0.78 0.36
H -2.77 2.37 0.19
*
```

---

Here is a structure of composition C3H5Br2N from the Open Molecules 2025 dataset. Energies are from wB97M-V/def2-TZVPD.

Summary:
largest force on an atom = 3.928 eV/A
highest occupied orbital energy = -8.23 eV
relative energy (zero: lowest compared OMol25 entry of this formula, charge and spin) = 3.560 eV
E_LUMO = -0.30 eV
electronic energy = -5319.8928 hartree
gap between HOMO and LUMO = 7.9 eV

```
! RIJCOSX wB97M-V def2-TZVPD def2/J DEFGRID3
* xyz 0 1
C 0.57 -1.03 0.60
C 0.98 -0.03 -0.44
C 0.71 1.26 -0.23
N -1.96 -0.35 -0.89
Br -1.44 -1.70 0.20
Br -2.82 1.00 0.14
H 1.25 -1.90 0.72
H 0.55 -0.46 1.50
H 1.39 -0.33 -1.37
H 0.71 2.00 -0.99
H 0.07 1.54 0.76
*
```

---

Here is a structure of composition C29H42N4O7OsSSi from the Open Molecules 2025 dataset. Energies are from wB97M-V/def2-TZVPD.

Summary:
largest force on an atom = 0.712 eV/A
highest occupied orbital energy = -8.00 eV
relative energy (zero: lowest compared OMol25 entry of this formula, charge and spin) = 0.176 eV
E_LUMO = -1.62 eV
electronic energy = -2654.4332 hartree
gap between HOMO and LUMO = 6.4 eV

```
! RIJCOSX wB97M-V def2-TZVPD def2/J DEFGRID3
* xyz 0 1
Os 0.05 -0.76 0.27
C 1.66 -0.78 4.30
C 1.26 0.01 3.06
C 1.05 1.46 3.50
O 0.01 -0.53 2.49
C 2.34 -0.09 1.99
O 3.48 0.24 2.26
O 1.99 -0.57 0.82
H 0.87 -0.73 5.04
H 2.56 -0.33 4.71
H 1.88 -1.82 4.09
H 0.42 1.49 4.39
H 0.59 2.06 2.71
H 2.02 1.89 3.73
H -0.61 0.21 2.48
C 1.82 0.14 -2.87
C 0.32 0.21 -2.80
C -0.47 0.67 -3.84
C -1.85 0.63 -3.72
C -2.46 0.16 -2.57
C -1.61 -0.26 -1.56
N -0.26 -0.26 -1.70
N -1.82 -0.72 -0.29
Si -3.35 -1.18 0.46
C -4.63 0.16 0.20
C -3.86 -2.78 -0.33
C -3.06 -1.44 2.28
H 2.24 1.10 -3.17
H 2.12 -0.59 -3.62
H 2.24 -0.15 -1.91
H 0.01 1.04 -4.73
H -2.47 0.97 -4.55
H -3.53 0.14 -2.45
H -5.29 -0.06 -0.65
H -4.17 1.14 0.04
H -5.27 0.23 1.09
H -3.97 -2.68 -1.42
H -4.83 -3.12 0.07
H -3.12 -3.56 -0.13
H -3.01 -0.50 2.83
H -2.15 -2.00 2.47
H -3.90 -2.02 2.68
C 5.73 -0.76 -2.81
C 5.27 0.56 -2.27
C 4.57 0.64 -1.07
C 4.13 1.86 -0.58
C 4.40 3.02 -1.29
C 5.11 2.97 -2.49
C 5.54 1.75 -2.97
S 3.82 4.56 -0.69
O 4.63 5.61 -1.23
O 3.61 4.42 0.72
N 2.35 4.79 -1.38
C 1.32 3.75 -1.40
C 0.81 3.39 -0.01
C -0.23 2.30 -0.15
O -1.18 2.44 -0.89
O -0.02 1.23 0.59
H 5.61 -1.55 -2.08
H 6.78 -0.72 -3.11
H 5.15 -1.04 -3.70
H 4.36 -0.26 -0.50
H 3.61 1.90 0.37
H 5.34 3.89 -3.01
H 6.11 1.70 -3.89
H 2.49 5.22 -2.29
H 1.68 2.84 -1.91
H 0.50 4.15 -1.98
H 0.32 4.26 0.43
H 1.62 3.09 0.65
C 0.96 -3.43 2.36
C 0.54 -3.69 0.96
C 0.43 -4.92 0.41
C 0.08 -4.74 -0.97
C -0.01 -3.42 -1.21
C -0.28 -2.84 -2.57
N 0.24 -2.70 -0.01
H 1.11 -4.39 2.86
H 0.23 -2.87 2.93
H 1.91 -2.89 2.38
H 0.61 -5.85 0.92
H -0.06 -5.51 -1.72
H -0.24 -3.66 -3.28
H 0.47 -2.11 -2.86
H -1.26 -2.37 -2.65
*
```

---

Here is a cluster of 2 separate species, C3H5N3 in total from the Open Molecules 2025 dataset. Energies are from wB97M-V/def2-TZVPD.

Summary:
largest force on an atom = 1.951 eV/A
highest occupied orbital energy = -8.28 eV
relative energy (zero: lowest compared OMol25 entry of this formula, charge and spin) = 1.633 eV
E_LUMO = 1.14 eV
structure (SMILES) = C#CNC.N#N
electronic energy = -281.5300 hartree
gap between HOMO and LUMO = 9.4 eV

```
! RIJCOSX wB97M-V def2-TZVPD def2/J DEFGRID3
* xyz 0 1
C 1.90 0.59 0.82
C 0.79 0.66 0.34
N -0.39 0.72 -0.27
C -1.61 0.17 0.28
H 2.85 0.54 1.28
H -0.39 0.95 -1.25
H -2.06 -0.55 -0.40
H -1.38 -0.36 1.21
H -2.32 0.97 0.50
N 1.82 -1.90 -1.09
N 0.77 -1.89 -1.42
*
```

---

Here is a structure of composition C5H11NO3 from the Open Molecules 2025 dataset. Energies are from wB97M-V/def2-TZVPD.

Summary:
largest force on an atom = 2.479 eV/A
highest occupied orbital energy = -8.56 eV
relative energy (zero: lowest compared OMol25 entry of this formula, charge and spin) = 3.168 eV
E_LUMO = 0.61 eV
electronic energy = -477.5091 hartree
gap between HOMO and LUMO = 9.2 eV

```
! RIJCOSX wB97M-V def2-TZVPD def2/J DEFGRID3
* xyz 0 1
C 0.14 -0.52 0.01
C 0.27 0.95 0.45
C -0.97 -1.33 0.65
C -0.87 1.73 1.00
C -0.16 -0.12 -1.47
N 1.48 -1.11 0.21
O 0.98 -0.33 -2.29
O 1.50 1.35 0.72
O -1.30 -0.29 -1.94
H 0.83 0.27 -3.04
H 2.01 0.47 0.75
H 0.06 1.21 -1.09
H 1.47 -1.83 0.92
H 1.82 -1.48 -0.67
H -1.03 -2.31 0.16
H -1.94 -0.87 0.47
H -0.82 -1.45 1.73
H -0.61 2.78 1.11
H -1.12 1.31 1.98
H -1.73 1.58 0.34
*
```

---

Here is the molecule C17H18N2O5 from the Open Molecules 2025 dataset. Energies are from wB97M-V/def2-TZVPD.

Summary:
largest force on an atom = 1.330 eV/A
highest occupied orbital energy = -8.28 eV
relative energy (zero: lowest compared OMol25 entry of this formula, charge and spin) = 4.921 eV
E_LUMO = -0.76 eV
structure (SMILES) = COc1ccc([C@H](C)NC(=O)c2ccc([N+](=O)[O-])cc2)cc1OC
electronic energy = -1144.2252 hartree
gap between HOMO and LUMO = 7.5 eV

```
! RIJCOSX wB97M-V def2-TZVPD def2/J DEFGRID3
* xyz 0 1
C 1.83 -5.79 0.48
O 1.81 -4.54 1.13
C 1.65 -3.42 0.37
C 1.49 -3.40 -1.01
C 1.32 -2.20 -1.69
C 1.34 -1.00 -1.01
C 1.19 0.31 -1.75
C 2.51 1.06 -1.80
N 0.17 1.14 -1.13
C -1.04 1.37 -1.68
O -1.37 0.97 -2.78
C -1.95 2.20 -0.82
C -2.02 2.03 0.56
C -2.87 2.81 1.31
C -3.65 3.77 0.68
N -4.52 4.60 1.47
O -4.49 4.46 2.68
O -5.22 5.40 0.89
C -3.61 3.94 -0.70
C -2.76 3.14 -1.45
C 1.50 -1.01 0.38
C 1.65 -2.20 1.07
O 1.81 -2.30 2.42
C 1.78 -1.13 3.19
H 0.90 -5.99 -0.05
H 2.67 -5.86 -0.22
H 1.96 -6.52 1.28
H 1.48 -4.32 -1.57
H 1.19 -2.21 -2.76
H 0.83 0.11 -2.76
H 3.26 0.45 -2.30
H 2.40 1.99 -2.35
H 2.87 1.28 -0.80
H 0.39 1.54 -0.23
H -1.43 1.27 1.04
H -2.94 2.70 2.38
H -4.25 4.68 -1.16
H -2.72 3.24 -2.52
H 1.52 -0.07 0.91
H 0.82 -0.60 3.10
H 1.91 -1.45 4.22
H 2.60 -0.45 2.93
*
```

---

Here is the molecule C17H20BrFN2O4 from the Open Molecules 2025 dataset. Energies are from wB97M-V/def2-TZVPD.

Summary:
largest force on an atom = 0.679 eV/A
highest occupied orbital energy = -9.30 eV
relative energy (zero: lowest compared OMol25 entry of this formula, charge and spin) = 0.021 eV
E_LUMO = -0.61 eV
structure (SMILES) = CC(C)CCNC(=O)NC(=O)COC(=O)/C=C/c1cc(Br)ccc1F
electronic energy = -3744.2132 hartree
gap between HOMO and LUMO = 8.7 eV

```
! RIJCOSX wB97M-V def2-TZVPD def2/J DEFGRID3
* xyz 0 1
C -5.49 0.26 1.23
C -6.00 1.07 0.03
C -6.50 2.43 0.49
C -4.96 1.20 -1.09
C -3.60 1.79 -0.68
N -2.69 0.78 -0.20
C -1.55 0.50 -0.83
O -1.08 1.07 -1.79
N -0.81 -0.58 -0.26
C -1.13 -1.40 0.76
O -2.17 -1.36 1.39
C -0.06 -2.45 1.09
O 1.14 -2.27 0.37
C 2.15 -1.62 1.01
O 2.06 -1.21 2.14
C 3.32 -1.50 0.13
C 4.41 -0.86 0.57
C 5.65 -0.62 -0.13
C 6.63 0.15 0.52
C 7.84 0.41 -0.10
Br 9.14 1.46 0.82
C 8.13 -0.06 -1.37
C 7.17 -0.82 -2.02
C 5.96 -1.09 -1.41
F 5.08 -1.83 -2.09
H -6.30 0.07 1.92
H -4.72 0.81 1.77
H -5.08 -0.70 0.91
H -6.85 0.53 -0.40
H -6.89 3.01 -0.35
H -5.71 3.01 0.97
H -7.31 2.31 1.22
H -4.78 0.21 -1.53
H -5.38 1.83 -1.87
H -3.74 2.55 0.10
H -3.12 2.25 -1.54
H -2.97 0.18 0.57
H 0.07 -0.75 -0.74
H 0.13 -2.40 2.17
H -0.45 -3.44 0.84
H 3.22 -1.94 -0.85
H 4.36 -0.45 1.58
H 6.44 0.53 1.51
H 9.07 0.16 -1.84
H 7.36 -1.21 -3.01
*
```

---

Here is the ion C5H12NOS with charge -1 from the Open Molecules 2025 dataset. Energies are from wB97M-V/def2-TZVPD.

Summary:
largest force on an atom = 4.899 eV/A
highest occupied orbital energy = -2.65 eV
relative energy (zero: lowest compared OMol25 entry of this formula, charge and spin) = 3.188 eV
E_LUMO = 2.95 eV
structure (SMILES) = C[C@H](CCS)NC[O-]
electronic energy = -725.8374 hartree
gap between HOMO and LUMO = 5.6 eV

```
! RIJCOSX wB97M-V def2-TZVPD def2/J DEFGRID3
* xyz -1 1
C -1.14 -1.47 -0.44
C -0.11 -0.21 -0.33
C 0.91 -0.68 0.72
C 1.99 0.44 0.68
S 3.29 0.16 1.94
N -0.93 0.90 -0.01
C -1.75 1.61 -1.17
O -1.08 1.51 -2.30
H -1.90 -1.38 0.34
H -1.71 -1.52 -1.36
H -0.65 -2.46 -0.25
H 0.27 -0.10 -1.35
H 0.60 -0.62 1.76
H 1.27 -1.62 0.30
H 1.50 1.43 0.68
H 2.37 0.54 -0.35
H 3.11 -1.12 2.24
H -1.47 0.79 0.84
H -2.79 1.14 -1.03
H -1.77 2.68 -0.91
*
```

---

Here is a structure of composition C28H35Cl2CsF4N4O3SSi from the Open Molecules 2025 dataset. Energies are from wB97M-V/def2-TZVPD.

Summary:
largest force on an atom = 1.788 eV/A
highest occupied orbital energy = -1.66 eV
relative energy (zero: lowest compared OMol25 entry of this formula, charge and spin) = 0.438 eV
E_LUMO = 3.87 eV
electronic energy = -3560.5013 hartree
gap between HOMO and LUMO = 5.5 eV

```
! RIJCOSX wB97M-V def2-TZVPD def2/J DEFGRID3
* xyz -2 1
Cs 0.18 1.85 0.47
C -1.75 -4.08 0.57
N -1.11 -2.85 0.19
C -2.06 -1.95 -0.43
C 0.06 -3.05 -0.65
C 1.30 -3.56 0.09
N 2.01 -2.42 0.64
C 3.28 -2.55 0.94
C 4.04 -1.38 1.30
F 3.37 -0.21 1.40
C 5.38 -1.38 1.54
F 5.99 -0.20 1.83
C 6.16 -2.53 1.49
C 5.46 -3.69 1.22
F 6.14 -4.87 1.21
C 4.11 -3.73 0.97
F 3.55 -4.97 0.83
H -1.04 -4.75 1.07
H -2.16 -4.62 -0.31
H -2.57 -3.88 1.27
H -2.50 -2.38 -1.36
H -1.57 -1.02 -0.71
H -2.88 -1.74 0.26
H 0.32 -2.09 -1.07
H -0.19 -3.73 -1.49
H 1.90 -4.15 -0.61
H 0.98 -4.26 0.88
H 7.23 -2.52 1.66
C -1.78 4.03 -5.65
Si -0.14 3.12 -5.79
C 0.06 2.79 -7.65
C 1.30 4.24 -5.35
C -0.10 1.45 -4.95
C 0.07 0.28 -5.67
C 0.11 -0.95 -5.02
C -0.02 -0.93 -3.63
N -0.20 0.17 -2.91
C -0.24 1.36 -3.54
S -0.49 2.81 -2.62
H -1.93 4.68 -6.52
H -1.83 4.62 -4.74
H -2.61 3.31 -5.61
H 0.06 3.74 -8.19
H -0.76 2.18 -8.04
H 1.00 2.27 -7.87
H 1.33 5.09 -6.05
H 2.24 3.69 -5.43
H 1.21 4.62 -4.34
H 0.17 0.31 -6.75
H 0.25 -1.88 -5.54
H 0.02 -1.86 -3.08
O -3.88 2.21 2.44
C -3.79 0.93 3.05
C -3.43 1.01 4.54
C -1.92 1.03 4.79
C -1.26 -0.31 4.55
C -1.20 -1.27 5.56
C -0.59 -2.49 5.29
C -0.05 -2.70 4.03
C -0.15 -1.69 3.09
N -0.75 -0.53 3.34
H -3.04 2.68 2.53
H -3.06 0.30 2.52
H -4.77 0.47 2.94
H -3.88 0.17 5.08
H -3.87 1.93 4.93
H -1.73 1.33 5.83
H -1.44 1.77 4.15
H -1.62 -1.06 6.53
H -0.52 -3.25 6.06
H 0.46 -3.62 3.78
H 0.26 -1.82 2.10
Cl 1.49 5.89 3.57
C -0.10 5.15 3.81
Cl -0.30 4.64 5.52
C -0.37 3.92 2.90
O -1.58 3.76 2.63
O 0.59 3.22 2.56
H -0.85 5.91 3.63
*
```

---

Here is a cluster of 3 separate species, C8H24O5PS in total from the Open Molecules 2025 dataset. Energies are from wB97M-V/def2-TZVPD.

Summary:
largest force on an atom = 1.148 eV/A
highest occupied orbital energy = -12.34 eV
relative energy (zero: lowest compared OMol25 entry of this formula, charge and spin) = 0.294 eV
E_LUMO = -4.40 eV
electronic energy = -1434.6246 hartree
gap between HOMO and LUMO = 7.9 eV

```
! RIJCOSX wB97M-V def2-TZVPD def2/J DEFGRID3
* xyz 1 1
C -1.59 -1.48 -0.93
C -1.22 -0.30 -0.07
O -2.28 -0.08 0.87
C -1.15 0.99 -0.85
O -0.50 0.79 -2.13
S 0.97 1.45 -2.22
P 2.46 0.84 -0.81
C 1.91 1.57 0.76
O 2.29 -0.77 -0.64
H -2.64 -1.38 -1.17
H -0.97 -1.59 -1.80
H -1.49 -2.39 -0.36
H -0.31 -0.50 0.49
H -1.97 -0.38 1.74
H -2.16 1.28 -1.07
H -0.71 1.81 -0.29
H 1.43 0.79 -3.30
H 1.18 0.95 1.26
H 1.50 2.55 0.58
H 2.75 1.66 1.43
H 3.13 -1.07 -0.24
C 2.62 4.35 4.70
C 2.26 4.89 3.33
O 1.38 3.99 2.63
H 3.10 3.37 4.61
H 3.30 5.03 5.22
H 1.73 4.22 5.32
H 3.14 5.00 2.71
H 1.78 5.87 3.42
H 0.58 3.90 3.16
C -2.23 -5.47 -3.73
C -2.67 -4.61 -2.56
O -2.02 -5.01 -1.36
H -2.45 -6.52 -3.54
H -2.74 -5.18 -4.65
H -1.15 -5.38 -3.90
H -3.74 -4.72 -2.39
H -2.46 -3.56 -2.76
H -1.07 -4.92 -1.49
*
```

---

Here is a structure of composition C10H18Cl2N2Sc from the Open Molecules 2025 dataset. Energies are from wB97M-V/def2-TZVPD.

Summary:
largest force on an atom = 3.903 eV/A
highest occupied orbital energy (spin up / spin down) = -0.97 / -1.35 eV
relative energy (zero: lowest compared OMol25 entry of this formula, charge and spin) = 3.485 eV
E_LUMO (spin up / spin down) = 2.61 / 2.60 eV
electronic energy = -2182.4213 hartree
gap between HOMO and LUMO (spin up / spin down) = 3.6 / 4.0 eV

```
! RIJCOSX wB97M-V def2-TZVPD def2/J DEFGRID3
* xyz -1 1
Sc -0.50 2.30 -0.81
Cl -0.42 2.40 1.48
Cl -2.71 1.97 -1.67
C -1.46 4.13 -1.21
H -2.03 4.45 -2.11
H -1.13 5.06 -0.74
C 2.00 -0.72 -0.62
C 1.96 0.56 -0.49
H 1.42 -1.19 -1.42
C 2.67 1.25 0.66
H 1.60 1.25 -1.29
C 3.90 0.47 1.20
H 2.98 2.28 0.41
H 1.95 1.32 1.49
C 3.54 -1.00 1.43
H 4.75 0.54 0.51
H 4.22 0.91 2.16
C 2.71 -1.66 0.31
H 4.45 -1.58 1.60
H 2.92 -1.05 2.34
H 3.35 -2.35 -0.27
H 1.94 -2.29 0.78
C -3.27 -2.87 -0.51
N -3.15 -1.42 -0.30
C -4.41 -0.69 -0.15
C -2.02 -0.77 -0.34
N -1.07 -0.05 -0.40
H -4.34 -3.10 -0.53
H -2.80 -3.44 0.31
H -2.82 -3.18 -1.47
H -4.59 -0.42 0.90
H -4.40 0.22 -0.76
H -5.22 -1.35 -0.48
*
```

---

Here is the molecule CH2N2O2S from the Open Molecules 2025 dataset. Energies are from wB97M-V/def2-TZVPD.

Summary:
⟨S²⟩ = 2.011
largest force on an atom = 3.235 eV/A
highest occupied orbital energy (spin up / spin down) = -7.87 / -9.93 eV
relative energy (zero: lowest compared OMol25 entry of this formula, charge and spin) = 1.752 eV
E_LUMO (spin up / spin down) = 0.81 / -2.26 eV
electronic energy = -697.2912 hartree
gap between HOMO and LUMO (spin up / spin down) = 8.7 / 7.7 eV

```
! RIJCOSX wB97M-V def2-TZVPD def2/J DEFGRID3
* xyz 0 3
C 0.05 0.05 0.34
N -0.29 1.34 -1.47
N 0.52 0.68 -0.78
O -0.72 -2.26 1.48
O 1.00 -0.42 1.23
S 0.27 -1.69 0.58
H -0.90 0.44 0.93
H 0.07 1.85 -2.32
*
```